DFT (ωB97M-V/def2-TZVPD) results for C23H20ClNO3PV as an isolated structure.

ORCA input file:
```
! wB97M-V def2-TZVPD RIJCOSX def2/J DEFGRID3
* xyz 1 2
C -0.131 4.171 1.350
C 0.011 3.310 0.204
C -1.305 2.761 -0.093
H 0.913 3.150 -0.366
C -2.241 3.407 0.781
C -1.517 4.256 1.662
H -1.938 4.953 2.379
H 0.641 4.792 1.797
H -1.571 2.051 -0.867
H -3.325 3.285 0.765
V -0.614 2.005 1.879
Cl -2.445 0.954 2.592
P 0.053 -0.480 -0.011
C -1.043 -1.033 -1.402
C -0.586 -1.459 -2.663
H 0.476 -1.409 -2.910
C -1.494 -1.957 -3.603
H -1.125 -2.297 -4.570
C -2.857 -2.012 -3.306
H -3.559 -2.413 -4.037
C -3.319 -1.538 -2.074
H -4.381 -1.564 -1.841
C -2.427 -1.034 -1.129
H -2.790 -0.657 -0.169
C 1.675 -0.410 -0.904
C 1.921 0.767 -1.639
H 1.164 1.554 -1.675
C 3.114 0.912 -2.342
H 3.298 1.835 -2.890
C 4.058 -0.120 -2.351
H 4.984 -0.006 -2.913
C 3.818 -1.292 -1.630
H 4.549 -2.099 -1.626
C 2.640 -1.433 -0.888
H 2.472 -2.340 -0.304
C 0.232 -2.086 0.888
C -0.167 -3.336 0.381
H -0.690 -3.403 -0.575
C 0.114 -4.499 1.105
H -0.188 -5.462 0.698
C 0.768 -4.423 2.336
H 0.997 -5.333 2.888
C 1.109 -3.177 2.868
H 1.604 -3.109 3.836
C 0.823 -2.010 2.165
H 1.063 -1.026 2.579
O -0.284 6.550 4.355
N -1.283 5.879 4.082
O -2.090 5.419 4.883
O 0.872 1.406 2.303
*
```

## Properties
E_HOMO (alpha / beta): -11.7 / -11.7 eV
calculated total energy: -2914.09212 a.u.
molar mass: 475.8 u
LUMO energy (alpha / beta): -5.9 / -5.9 eV
orbital gap (alpha / beta): 0.213 / 0.212 Eh

DFT (ωB97M-V/def2-TZVPD) results for a 20-piece molecular cluster, C66H183N11O31 overall.

ORCA input file:
```
! wB97M-V def2-TZVPD RIJCOSX def2/J DEFGRID3
* xyz 0 1
C 5.290 -6.323 -2.144
O 5.770 -6.490 -3.467
C 5.390 -5.419 -4.306
C 5.789 -5.730 -5.719
N 4.764 -6.544 -6.428
C 5.277 -7.142 -7.653
C 4.192 -7.762 -8.532
O 3.756 -8.927 -7.876
C 3.088 -9.833 -8.725
H 5.935 -5.641 -1.590
H 5.178 -7.319 -1.718
H 4.269 -5.938 -2.044
H 5.972 -4.530 -4.024
H 4.320 -5.209 -4.213
H 6.758 -6.238 -5.731
H 5.774 -4.797 -6.290
H 4.400 -7.207 -5.753
H 6.048 -7.859 -7.321
H 5.978 -6.428 -8.100
H 4.739 -8.034 -9.443
H 3.420 -7.013 -8.718
H 3.640 -10.157 -9.612
H 2.166 -9.393 -9.128
H 2.793 -10.650 -8.070
C 1.942 -8.235 0.195
O 1.808 -7.089 -0.632
C 0.713 -6.249 -0.302
C 0.996 -5.399 0.942
N 2.246 -4.626 0.856
C 2.271 -3.771 -0.319
C 3.448 -2.833 -0.408
O 4.635 -3.592 -0.556
C 5.827 -2.869 -0.496
H 1.670 -8.013 1.229
H 2.992 -8.525 0.207
H 1.342 -9.069 -0.174
H -0.224 -6.812 -0.190
H 0.522 -5.683 -1.216
H 1.116 -6.096 1.774
H 0.185 -4.708 1.169
H 2.884 -5.384 0.603
H 1.376 -3.150 -0.414
H 2.313 -4.331 -1.264
H 3.541 -2.029 0.331
H 3.242 -2.236 -1.311
H 5.919 -2.443 0.511
H 5.954 -2.035 -1.201
H 6.683 -3.515 -0.696
C 5.658 8.562 6.511
O 4.975 8.112 5.358
C 3.621 7.848 5.632
C 2.749 7.613 4.401
N 2.848 6.228 3.891
C 1.882 5.385 4.620
C 2.039 3.911 4.233
O 3.418 3.593 4.338
C 3.705 2.341 3.755
H 6.694 8.699 6.201
H 5.617 7.753 7.247
H 5.326 9.513 6.935
H 3.209 8.759 6.095
H 3.500 7.024 6.348
H 3.130 8.293 3.627
H 1.727 7.977 4.491
H 3.777 5.910 4.144
H 0.905 5.820 4.423
H 2.080 5.317 5.700
H 1.723 3.758 3.197
H 1.405 3.387 4.954
H 3.779 2.359 2.665
H 2.986 1.582 4.077
H 4.657 2.027 4.187
C 0.546 9.479 5.200
O 0.216 8.488 4.290
C 0.655 8.658 2.978
C 0.650 7.390 2.121
N -0.703 6.914 1.868
C -0.662 5.572 1.267
C -2.043 5.147 0.787
O -2.758 4.858 1.975
C -3.945 4.162 1.710
H 0.306 10.488 4.841
H 1.604 9.519 5.498
H 0.004 9.309 6.130
H 1.674 9.077 2.949
H 0.082 9.460 2.484
H 1.236 6.687 2.732
H 1.115 7.655 1.174
H -1.215 6.740 2.727
H -0.343 4.851 2.038
H 0.104 5.463 0.497
H -1.897 4.299 0.106
H -2.550 5.918 0.200
H -4.435 3.774 2.604
H -3.725 3.262 1.121
H -4.711 4.728 1.171
C 10.319 5.764 2.474
O 8.937 5.945 2.312
C 8.186 5.540 3.434
C 6.682 5.475 3.152
N 6.357 4.806 1.877
C 6.795 3.426 1.828
C 6.195 2.627 0.674
O 6.624 3.140 -0.558
C 6.874 2.224 -1.590
H 10.759 6.530 3.121
H 10.804 5.819 1.501
H 10.541 4.781 2.901
H 8.346 6.337 4.174
H 8.536 4.592 3.858
H 6.270 6.478 3.040
H 6.154 4.988 3.972
H 6.833 5.388 1.195
H 6.527 2.977 2.791
H 7.885 3.277 1.851
H 5.105 2.547 0.774
H 6.515 1.589 0.854
H 7.388 2.748 -2.397
H 6.022 1.657 -1.972
H 7.660 1.525 -1.266
C -9.926 1.088 6.964
O -9.273 0.672 5.805
C -10.000 -0.216 5.003
C -9.223 -0.813 3.842
N -8.696 0.272 3.002
C -8.127 -0.255 1.728
C -6.809 -0.993 1.954
O -5.893 -0.270 2.750
C -5.337 0.866 2.141
H -9.868 0.303 7.728
H -10.983 1.353 6.841
H -9.448 1.982 7.365
H -10.945 0.216 4.658
H -10.290 -1.094 5.605
H -9.969 -1.420 3.327
H -8.422 -1.447 4.234
H -7.801 0.541 3.412
H -8.076 0.518 0.960
H -8.799 -1.013 1.309
H -6.347 -1.201 0.976
H -6.944 -1.979 2.397
H -6.067 1.600 1.782
H -4.772 0.545 1.255
H -4.662 1.360 2.837
C -6.105 -0.719 8.275
O -5.641 -0.522 6.964
C -5.067 -1.671 6.363
C -4.088 -1.314 5.267
N -2.866 -0.731 5.839
C -1.913 -0.456 4.763
C -0.622 0.116 5.356
O -0.670 1.452 5.832
C -1.059 2.374 4.835
H -5.267 -0.869 8.969
H -6.750 -1.600 8.338
H -6.591 0.205 8.581
H -5.872 -2.310 5.975
H -4.628 -2.295 7.152
H -4.553 -0.512 4.684
H -3.928 -2.237 4.712
H -3.141 0.079 6.379
H -2.351 0.314 4.114
H -1.678 -1.362 4.216
H 0.247 -0.062 4.709
H -0.395 -0.556 6.188
H -0.965 3.389 5.218
H -2.062 2.198 4.443
H -0.362 2.332 3.986
C -2.348 6.338 -9.270
O -1.950 6.452 -7.935
C -0.919 5.585 -7.517
C -1.184 4.065 -7.643
N -0.022 3.309 -7.204
C -0.328 1.884 -7.248
C 0.863 1.015 -6.932
O 1.337 1.320 -5.630
C 2.594 0.709 -5.410
H -3.093 7.080 -9.550
H -2.868 5.393 -9.480
H -1.487 6.392 -9.946
H -0.822 5.752 -6.443
H -0.018 5.915 -8.041
H -1.405 3.868 -8.694
H -2.097 3.893 -7.058
H 0.140 3.534 -6.226
H -0.767 1.694 -8.231
H -1.145 1.580 -6.571
H 1.632 1.171 -7.698
H 0.606 -0.051 -6.945
H 3.004 1.004 -4.453
H 3.315 0.949 -6.206
H 2.442 -0.366 -5.565
C 3.051 -2.218 -3.554
O 2.786 -1.040 -2.814
C 3.817 -0.569 -1.982
C 3.398 0.701 -1.239
N 2.312 0.350 -0.324
C 1.884 1.568 0.355
C 0.987 1.266 1.581
O -0.149 0.476 1.348
C -1.236 1.180 0.735
H 2.110 -2.439 -4.050
H 3.304 -3.088 -2.942
H 3.862 -2.058 -4.268
H 4.653 -0.326 -2.652
H 4.117 -1.237 -1.169
H 3.064 1.535 -1.871
H 4.279 1.073 -0.713
H 1.529 -0.199 -0.655
H 1.343 2.296 -0.260
H 2.746 2.112 0.747
H 0.749 2.247 2.017
H 1.508 0.757 2.396
H -1.648 1.832 1.514
H -2.001 0.434 0.526
H -0.915 1.752 -0.135
C -8.072 -7.869 1.171
O -6.785 -7.318 1.213
C -5.848 -8.181 0.566
C -4.414 -7.954 1.009
N -4.060 -6.552 0.804
C -3.012 -6.118 1.740
C -2.505 -4.716 1.451
O -3.526 -3.792 1.790
C -3.113 -2.452 1.800
H -8.126 -8.896 1.552
H -8.502 -7.877 0.165
H -8.769 -7.340 1.821
H -5.958 -7.969 -0.501
H -6.090 -9.221 0.799
H -3.728 -8.631 0.493
H -4.325 -8.289 2.054
H -4.883 -6.003 1.037
H -2.195 -6.828 1.605
H -3.387 -6.141 2.771
H -2.406 -4.638 0.361
H -1.616 -4.495 2.049
H -3.963 -1.807 2.024
H -2.572 -2.143 0.902
H -2.434 -2.252 2.637
C -3.890 1.277 -1.408
O -4.338 -0.042 -1.335
C -3.674 -0.955 -2.174
C -3.907 -0.760 -3.651
N -5.314 -0.823 -4.026
C -5.841 -2.177 -4.071
C -7.308 -2.144 -4.516
O -8.099 -1.589 -3.499
C -9.427 -1.443 -3.915
H -2.799 1.359 -1.367
H -4.316 1.842 -0.579
H -4.223 1.785 -2.322
H -3.919 -1.964 -1.850
H -2.587 -0.827 -2.046
H -3.376 -1.579 -4.170
H -3.509 0.152 -4.102
H -5.592 -0.261 -4.812
H -5.827 -2.605 -3.069
H -5.281 -2.762 -4.812
H -7.570 -3.166 -4.819
H -7.424 -1.532 -5.422
H -9.510 -0.951 -4.892
H -10.078 -0.906 -3.229
H -9.932 -2.405 -4.083
O 4.091 -0.465 1.843
H 4.987 -0.366 1.505
H 3.506 -0.140 1.129
O 2.446 4.782 -0.491
H 2.722 5.319 0.262
H 3.201 4.801 -1.091
O 1.231 -5.035 -4.103
H 1.495 -4.263 -4.614
H 1.424 -5.772 -4.691
O 2.837 -4.514 -6.496
H 3.377 -3.731 -6.725
H 3.466 -5.278 -6.508
O 4.556 -2.368 -6.934
H 5.513 -2.466 -7.014
H 4.334 -1.633 -7.519
O -0.009 -1.408 -2.164
H -0.115 -2.336 -2.414
H 0.857 -1.154 -2.529
O 0.077 -2.203 0.770
H -0.050 -2.190 -0.184
H -0.007 -1.263 1.038
O -0.099 4.186 -1.882
H -0.034 3.898 -2.799
H 0.782 4.040 -1.511
O 2.754 -1.813 3.944
H 3.195 -1.356 3.206
H 2.426 -2.635 3.562
*
```

## Properties
E_HOMO: -8.0 eV
calculated total energy: -5558.54297 a.u.
molar mass: 1627.2 u
LUMO energy: -0.3 eV
orbital gap: 0.283 Eh

DFT (ωB97M-V/def2-TZVPD) results for a 2-piece molecular cluster, C4H12NO2S overall.

ORCA input file:
```
! wB97M-V def2-TZVPD RIJCOSX def2/J DEFGRID3
* xyz -1 1
C 1.370 -0.445 0.784
O 2.391 0.246 0.078
C 0.035 0.113 0.327
C -1.128 -0.688 0.941
C -2.458 -0.153 0.595
S -2.530 0.326 -1.160
N -0.004 1.559 0.582
H 1.335 -1.545 0.585
H 1.440 -0.300 1.865
H 0.016 -0.138 -0.707
H -1.099 -1.733 0.553
H -0.883 -0.725 1.999
H -2.722 0.698 1.327
H -3.201 -1.032 0.708
H -3.761 0.040 -1.490
H 1.045 1.760 0.559
H -0.154 1.894 -0.371
H 3.378 -0.450 -0.484
H 4.808 -1.278 -0.069
O 4.284 -1.031 -0.812
*
```

## Properties
E_HOMO: -3.9 eV
calculated total energy: -763.01813 a.u.
molar mass: 138.2 u
LUMO energy: 2.8 eV
orbital gap: 0.249 Eh

| no. | strongest force on any atom (eV Å⁻¹) |
| --- | --- |
| 1 | 5.0 |
| 2 | 3.0 |
| 3 | 3.3 |